# C5H9NO3

The molecule C5H9NO3 (ωB97M-V/def2-TZVPD, the OMol25 dataset).

The geometry in XYZ format:
```
18
C5H9NO3, DFT ωB97M-V/def2-TZVPD
O -2.821 -0.261 0.497
O -0.291 1.825 -0.709
O 2.970 -0.537 0.124
N 0.482 -1.428 -0.273
C -0.765 -1.501 -0.586
C 1.921 0.436 0.117
C -0.639 0.742 0.226
C 0.576 -0.137 0.546
C -1.711 -0.322 -0.345
H 2.359 1.147 0.858
H -2.103 -0.017 -1.299
H 2.887 -0.953 -0.784
H 0.551 -0.450 1.662
H -0.342 2.719 -0.331
H -1.093 1.277 1.119
H 1.740 0.874 -0.847
H -1.097 -2.485 -1.156
H -2.623 -0.929 1.180
```

Computed properties:
strongest force on any atom: 3.40 eV/A
HOMO energy: -9.798 eV
orbital gap: 0.3753 Eh
SMILES: OC[C@@H]1N=C[C@@H](O)[C@@H]1O
LUMO level: 0.41 eV
ΔE to the lowest compared entry with this formula, charge and spin: 341.7 kJ/mol

---

# C5H9NO3

A structure of composition C5H9NO3 (ωB97M-V/def2-TZVPD, the OMol25 dataset).

The geometry in XYZ format:
```
18
C5H9NO3, DFT ωB97M-V/def2-TZVPD
O 1.176 1.395 0.886
O -2.042 0.382 0.605
O -0.629 2.806 1.100
N -0.108 1.772 0.353
C 0.540 -0.213 -1.611
C -0.611 -1.949 -0.188
C -0.830 0.484 0.431
C 0.899 0.034 1.191
C -0.027 -0.573 -0.276
H 1.269 0.600 -1.538
H -1.530 -1.968 -0.791
H -0.908 -2.197 0.835
H 0.566 -0.112 2.229
H 1.843 -0.520 1.113
H -0.258 0.182 -2.248
H -0.516 3.607 0.562
H 1.076 -1.039 -2.069
H 0.089 -2.690 -0.586
```

Computed properties:
strongest force on any atom: 6.12 eV/A
HOMO energy: -9.173 eV
orbital gap: 0.3647 Eh
LUMO level: 0.75 eV
ΔE to the lowest compared entry with this formula, charge and spin: 621.2 kJ/mol

---

# C5H9NO3P3

The ion C5H9NO3P3 with charge -1 (ωB97M-V/def2-TZVPD, the OMol25 dataset).

The geometry in XYZ format:
```
21
C5H9NO3P3, DFT ωB97M-V/def2-TZVPD
P 1.112 1.751 -0.238
P -1.935 1.982 0.203
P -1.027 1.076 -2.456
O -0.845 -0.949 -2.163
O 0.899 -1.796 -1.009
O 2.134 -2.648 0.822
N -0.657 -0.761 0.089
C -0.452 1.181 -0.709
C 0.240 -0.785 2.480
C 1.204 -1.952 0.399
C 0.192 -1.169 1.035
C -0.219 -1.132 -1.096
H 0.399 0.345 2.615
H -0.640 -1.146 2.944
H -1.848 0.898 1.232
H 1.440 0.815 0.699
H 1.191 -1.232 2.771
H 0.213 0.621 -3.028
H -0.577 2.407 -2.785
H -2.732 1.277 -0.668
H 1.908 1.215 -1.139
```

Computed properties:
strongest force on any atom: 3.68 eV/A
HOMO energy (spin up / spin down): -3.358 / -3.359 eV
charge: -1
orbital gap (spin up / spin down): 0.2444 / 0.2444 Eh
SMILES: Cc1nc(O[PH2]=C(P)P)oc1[O-]
LUMO level (spin up / spin down): 3.29 / 3.29 eV

---

# C5H9NO4

A cluster of 2 separate species, C5H9NO4 in total (ωB97M-V/def2-TZVPD, the OMol25 dataset).

The geometry in XYZ format:
```
19
C5H9NO4, DFT ωB97M-V/def2-TZVPD
O -0.204 1.403 2.537
O -0.211 -2.760 0.323
O 1.157 -1.535 -1.804
O -1.466 -0.856 -2.933
N 0.442 0.488 -0.981
C -0.346 0.689 1.335
C 0.525 1.291 0.235
C 0.506 -0.904 -0.979
C 0.069 -1.588 0.345
C 0.073 -0.752 1.597
H 0.897 0.903 -1.790
H 0.189 2.308 -0.004
H -1.399 0.703 1.004
H -0.834 -1.171 -3.586
H 1.568 1.346 0.582
H 1.109 -0.755 1.977
H -0.562 -1.230 2.352
H -1.112 0.091 -2.597
H -0.401 2.332 2.387
```

Computed properties:
strongest force on any atom: 3.89 eV/A
HOMO energy: -9.837 eV
orbital gap: 0.3654 Eh
SMILES: O=C1C[C@@H](O)CNC1=O.O
LUMO level: 0.11 eV
ΔE to the lowest compared entry with this formula, charge and spin: 176.6 kJ/mol

---

# C5H9NO4

A cluster of 3 separate species, C5H9NO4 in total (ωB97M-V/def2-TZVPD, the OMol25 dataset).

The geometry in XYZ format:
```
19
C5H9NO4, DFT ωB97M-V/def2-TZVPD
O -1.377 0.875 0.345
O -2.253 -1.731 1.105
O 0.025 2.038 -1.877
O -0.611 -0.915 -1.443
N -0.097 0.322 0.516
C 0.087 -0.680 -0.343
C 2.230 1.769 -1.000
C -0.928 -1.624 1.275
C 0.937 1.464 -1.040
C -0.176 -2.301 2.124
H 1.027 -1.204 -0.251
H -1.209 -0.167 -1.615
H 2.897 1.239 -0.334
H -1.348 1.662 0.905
H -2.564 -0.928 0.658
H 2.657 2.587 -1.584
H 0.419 2.760 -2.400
H -0.600 -3.064 2.770
H 0.884 -2.101 2.188
```

Computed properties:
strongest force on any atom: 3.82 eV/A
HOMO energy (spin up / spin down): -7.417 / -7.701 eV
orbital gap (spin up / spin down): 0.2772 / 0.2946 Eh
LUMO level (spin up / spin down): 0.13 / 0.31 eV
ΔE to the lowest compared entry with this formula, charge and spin: 948.5 kJ/mol

---

# C5H9NOS

The molecule C5H9NOS (ωB97M-V/def2-TZVPD, the OMol25 dataset).

The geometry in XYZ format:
```
17
C5H9NOS, DFT ωB97M-V/def2-TZVPD
S -2.021 -0.863 -0.453
O -2.816 0.280 0.548
N -1.107 2.573 0.157
C 1.375 0.080 0.279
C 1.017 1.241 -0.612
C 0.660 -1.145 -0.195
C -0.108 2.073 -0.149
C -0.590 -1.450 0.496
H -0.771 -2.502 0.317
H -2.747 1.132 0.122
H 2.010 1.869 -0.686
H 1.361 -1.931 -0.009
H 2.413 -0.133 0.149
H 0.262 -1.256 -1.164
H 0.768 0.918 -1.630
H -0.695 -1.083 1.532
H 0.988 0.198 1.298
```

Computed properties:
strongest force on any atom: 3.38 eV/A
HOMO energy: -8.622 eV
orbital gap: 0.3425 Eh
SMILES: N#CCCCCSO
LUMO level: 0.70 eV
ΔE to the lowest compared entry with this formula, charge and spin: 247.9 kJ/mol

---

no.,DFT total energy (eV),molecular weight (Da)
1,-12961.1645,131.13
2,-12958.2676,131.13
3,-40827.0212,224.05
4,-15010.4136,147.13
5,-15002.4133,147.13
6,-19701.7341,131.20